#A
A cluster of 2 separate species, C6H9NO2 in total, computed with the ωB97M-V functional and the def2-TZVPD basis.

Geometry as ORCA input:
```
! wB97M-V def2-TZVPD RIJCOSX def2/J DEFGRID3
* xyz 0 1
O 0.222 2.074 -1.366
C 0.910 1.196 -0.862
C 1.767 0.176 -1.587
C 2.768 -0.296 -0.530
C 2.048 -0.039 0.819
N 1.122 1.028 0.478
C 1.351 -1.231 1.342
C 0.797 -2.223 1.760
H 1.100 -0.633 -1.921
H 2.233 0.617 -2.475
H 3.062 -1.345 -0.642
H 3.674 0.322 -0.562
H 2.757 0.303 1.585
H -1.681 3.239 0.653
H 0.390 -3.155 2.112
H 0.638 1.572 1.180
O -2.218 3.483 -0.119
H -2.676 2.669 -0.365
*
```

Calculated values
Structure (SMILES): C#C[C@H]1CCC(=O)N1.O
HOMO-LUMO gap (hartree): 0.380

Results of the Mulliken charge analysis, in e, for atoms 1 through 4: -0.61 0.30 -0.45 -0.70


#B
A structure of composition C6H9NO2, computed with the ωB97M-V functional and the def2-TZVPD basis.

Geometry as ORCA input:
```
! wB97M-V def2-TZVPD RIJCOSX def2/J DEFGRID3
* xyz 0 1
N 2.168 -1.184 0.532
C 1.586 -0.074 0.466
C 0.263 0.419 0.927
C -0.742 1.127 -0.017
C -0.919 0.145 -1.185
C -1.133 -1.139 -0.336
C -0.976 -0.491 1.047
O -1.788 0.710 0.899
H 0.394 1.014 1.841
H -0.711 2.203 -0.214
H -1.789 0.411 -1.796
H -0.033 0.101 -1.833
H -2.137 -1.565 -0.449
H -0.390 -1.923 -0.524
H -1.191 -1.075 1.947
O 2.438 0.783 -0.438
H 1.884 1.508 -0.749
H 3.078 -0.969 -0.117
*
```

Calculated values
HOMO-LUMO gap (hartree): 0.400

Results of the Mulliken charge analysis, in e, for atoms 1 through 4: -0.67 0.34 -0.03 -0.38


#C
A structure of composition C6H9NO2, computed with the ωB97M-V functional and the def2-TZVPD basis.

Geometry as ORCA input:
```
! wB97M-V def2-TZVPD RIJCOSX def2/J DEFGRID3
* xyz 0 1
C -2.182 -1.139 0.044
C 2.054 1.550 0.003
C 0.903 -1.570 -0.128
N -1.157 -0.137 -0.057
C -1.214 1.456 -0.024
C 0.668 1.020 0.079
C 0.179 -0.279 0.010
O -0.263 1.839 0.831
O -2.155 2.065 -0.440
H -3.127 -0.677 -0.237
H -1.969 -1.978 -0.625
H -2.261 -1.521 1.066
H 2.042 2.639 -0.037
H 2.642 1.255 0.875
H 2.556 1.182 -0.893
H 0.474 -2.191 -0.914
H 1.951 -1.391 -0.363
H 0.859 -2.124 0.812
*
```

Calculated values
HOMO-LUMO gap (hartree): 0.298

Results of the Mulliken charge analysis, in e, for atoms 1 through 4: -0.91 -1.46 -1.34 0.04


Least stable = #C


#A
A structure of composition C6H9NO2, computed with the ωB97M-V functional and the def2-TZVPD basis.

Geometry as ORCA input:
```
! wB97M-V def2-TZVPD RIJCOSX def2/J DEFGRID3
* xyz 0 1
C -0.686 -0.620 0.278
C -2.052 -0.025 0.531
C 2.029 -1.104 -0.352
C 0.104 0.643 -0.950
C 1.046 -0.126 0.198
N -0.144 1.980 -0.653
C 0.310 -0.410 1.378
O 0.196 0.244 -2.107
O 0.263 -0.094 2.541
H -0.759 -1.647 -0.069
H 0.123 2.309 0.266
H -0.090 2.582 -1.462
H -2.006 0.975 0.960
H -2.625 0.018 -0.396
H -2.569 -0.663 1.254
H 1.579 -2.046 -0.679
H 2.721 -1.344 0.464
H 2.558 -0.671 -1.203
*
```

Calculated values
HOMO-LUMO gap (hartree): 0.320

Results of the Mulliken charge analysis, in e, for atoms 1 through 4: -0.16 -1.40 -1.43 0.71


#B
A cluster of 4 separate species, C6H9NO2 in total, computed with the ωB97M-V functional and the def2-TZVPD basis.

Geometry as ORCA input:
```
! wB97M-V def2-TZVPD RIJCOSX def2/J DEFGRID3
* xyz 0 1
C -1.805 -1.005 0.009
C -0.388 -0.653 -0.236
C 0.283 0.180 0.945
C 1.066 1.554 0.632
C 0.910 2.039 -0.721
C 1.813 -1.309 -0.184
H -3.358 -0.388 -0.725
H -2.244 -1.762 -0.933
H -1.984 -1.414 1.069
H 0.011 -0.635 -1.223
H -0.061 0.201 1.962
H 1.724 2.024 1.831
H -0.061 1.290 -1.486
H 1.220 3.193 -0.754
H 1.752 -1.809 -1.213
N 0.749 -1.068 0.599
O -2.545 0.393 0.311
O 2.917 -0.834 0.116
*
```

Calculated values
HOMO-LUMO gap (hartree): 0.323

Results of the Mulliken charge analysis, in e, for atoms 1 through 4: -0.91 -0.53 0.19 -0.27


#C
A structure of composition C6H9NO2, computed with the ωB97M-V functional and the def2-TZVPD basis.

Geometry as ORCA input:
```
! wB97M-V def2-TZVPD RIJCOSX def2/J DEFGRID3
* xyz 0 1
C -1.521 0.819 -0.801
C -0.497 0.578 -0.242
C -2.580 1.254 -1.610
C 2.336 0.259 0.166
C 0.666 -1.259 1.293
C 1.054 0.100 0.896
N 0.863 1.131 1.913
O 0.296 0.866 2.948
O 1.258 2.253 1.593
H -2.610 2.228 -1.930
H -3.500 0.838 -0.986
H -2.553 0.487 -2.532
H 2.254 -0.165 -0.821
H 3.203 -0.310 0.812
H 2.429 1.357 0.123
H -0.109 -1.153 1.971
H 0.342 -1.843 0.436
H 1.539 -1.758 1.756
*
```

Calculated values
HOMO-LUMO gap (hartree): 0.340

Results of the Mulliken charge analysis, in e, for atoms 1 through 4: 0.23 -0.16 -1.32 -1.21


Least stable = #B


#A
A structure of composition C6H9NO2, computed with the ωB97M-V functional and the def2-TZVPD basis.

Geometry as ORCA input:
```
! wB97M-V def2-TZVPD RIJCOSX def2/J DEFGRID3
* xyz 0 1
C 1.236 -0.488 0.521
C 1.318 1.062 0.218
C 0.327 1.894 -0.125
C -1.152 0.341 0.526
C -2.278 -0.587 -0.135
C -0.186 -0.698 -0.132
H 2.069 -1.215 -1.224
H 2.000 -2.247 -0.086
H 1.210 -0.514 1.725
H 2.254 2.000 -0.209
H 0.593 2.925 -0.431
H -1.291 0.340 1.531
H -3.042 -0.755 0.482
H -2.565 -0.105 -1.197
H -0.425 -0.590 -1.304
N 2.239 -1.324 -0.164
O -0.983 1.638 -0.083
O -1.324 -1.678 0.088
*
```

Calculated values
HOMO-LUMO gap (hartree): 0.363

Results of the Mulliken charge analysis, in e, for atoms 1 through 4: 0.61 -0.50 -0.10 -0.15


#B
The molecule C6H9NO2, computed with the ωB97M-V functional and the def2-TZVPD basis.

Geometry as ORCA input:
```
! wB97M-V def2-TZVPD RIJCOSX def2/J DEFGRID3
* xyz 0 1
C 0.167 1.050 1.321
C 0.120 0.211 0.019
C -0.601 0.614 -1.032
C -0.580 -0.097 -2.285
C 1.043 -1.377 -1.532
C 0.980 -0.991 -0.048
H -1.151 1.050 3.972
H 0.758 1.733 1.364
H -1.149 1.395 -0.989
H -1.615 -0.274 -2.586
H -0.006 0.480 -3.141
H 1.388 -2.542 -1.380
H 1.910 -0.715 -1.728
H 1.773 -0.866 0.234
H 0.417 -2.014 0.583
N -0.580 0.727 2.229
O -0.486 1.507 3.323
O -0.144 -1.480 -2.147
*
```

Calculated values
Structure (SMILES): O/N=C/C1=CCOCC1
HOMO-LUMO gap (hartree): 0.376

Results of the Mulliken charge analysis, in e, for atoms 1 through 4: -0.88 0.45 -0.70 -0.57


#C
The molecule C6H9NO2, computed with the ωB97M-V functional and the def2-TZVPD basis.

Geometry as ORCA input:
```
! wB97M-V def2-TZVPD RIJCOSX def2/J DEFGRID3
* xyz 0 1
C -1.585 0.350 1.586
C -1.346 -0.379 0.288
N -0.524 0.773 -0.873
O -2.165 -0.975 -0.374
H -0.852 1.728 -0.982
H -0.818 0.233 -1.685
H -0.736 0.984 1.840
H -2.486 0.962 1.486
H -1.724 -0.382 2.377
C 1.858 0.335 -1.556
C 0.926 0.678 -0.413
C 0.239 -1.235 0.577
C 0.718 -2.232 1.080
O 1.245 1.415 0.499
H 1.904 1.198 -2.226
H 2.855 0.172 -1.155
H 1.527 -0.533 -2.122
H 0.964 -3.092 1.652
*
```

Calculated values
Structure (SMILES): C#C[C@](C)([O-])[NH2+]C(C)=O
HOMO-LUMO gap (hartree): 0.353

Results of the Mulliken charge analysis, in e, for atoms 1 through 4: -1.16 0.99 -0.36 -0.62


Least stable = #B